Record 1
{
  "formula": "C10H28ClCoI2OP2",
  "method": "wB97M-V/def2-TZVPD",
  "gap_ev": [9.03, 3.23],
  "energy_ha": -3593.37744,
  "homo_energy_ev": [-14.9612, -15.0332],
  "total_charge": 2,
  "multiplicity": 5,
  "species": ["H", "H", "C", "H", "I", "H", "P", "H", "H", "H", "H", "H", "H", "H", "C", "H", "H", "I", "C", "C", "O", "H", "H", "H", "H", "C", "H", "Cl", "C", "C", "H", "H", "C", "H", "H", "H", "H", "H", "H", "C", "P", "H", "Co", "C", "H"],
  "coordinates": [[2.50367, -2.27494, 0.71385], [-4.47563, -0.12915, -1.03147], [-0.37263, 0.71031, -2.77971], [-1.43977, 0.61500, -2.98477], [0.96738, 1.98284, -4.96639], [-3.25033, 0.68324, -2.04484], [2.19094, 0.03000, 0.06917], [1.15247, 2.05540, -2.03459], [2.56092, 2.41876, 0.15319], [-0.15444, -3.68447, -1.57463], [2.25825, -1.19437, 2.12341], [-2.57358, -2.27330, 0.73701], [-1.41546, -1.72967, -2.53777], [1.26239, -2.66589, -1.31305], [-3.43053, -0.14825, -1.35811], [3.87962, 1.49986, 0.97551], [2.87359, -1.11757, -1.91915], [0.95379, -2.69143, -4.77626], [0.05162, 1.98638, -2.10454], [-2.83033, -1.29812, 1.17486], [0.15339, -0.40047, -2.08701], [-0.29229, 2.80743, -2.73742], [-3.22587, -1.09642, -1.86319], [3.85197, -1.23732, 1.29516], [2.83852, 0.64367, -2.15493], [-0.33157, -1.70396, -2.34278], [2.27971, 1.70232, 1.77984], [-0.00897, 0.29778, 1.96159], [0.16191, -2.67524, -1.31508], [2.79218, 1.57378, 0.81869], [0.21291, 0.69242, -3.80621], [-3.91609, -1.22562, 1.33574], [3.12137, -0.15507, -1.46548], [-2.29332, -1.14882, 2.11756], [-0.41613, 2.10356, -1.09369], [-0.23039, -2.45026, -0.30419], [-2.58753, 2.41238, 0.17221], [-3.93095, 1.52617, 0.99801], [0.26468, -1.95148, -3.28652], [-2.84385, 1.56900, 0.83141], [-2.28992, 0.01882, 0.03944], [4.19503, -0.10627, -1.25813], [-0.01768, 0.07454, -0.27738], [2.76313, -1.30564, 1.15809], [-2.31219, 1.65376, 1.78644]],
  "forces_ev_per_a": [[0.1261, 0.1707, 0.1971], [0.1861, 0.0014, -0.0907], [0.3917, -0.8604, 0.4138], [0.0777, -0.0583, -0.1892], [1.0408, 0.8568, -1.8870], [-0.2836, -0.0878, -0.0552], [0.1896, 0.2752, 0.3974], [-0.5067, -0.0700, 0.1800], [0.1398, -0.1656, 0.2762], [-0.0928, 0.0161, -0.0503], [0.1583, -0.1074, -0.2163], [-0.1607, 0.1812, 0.2631], [0.4661, 0.1437, -0.0030], [-0.3514, -0.0615, 0.1651], [0.0467, -0.0534, -0.1688], [-0.3392, 0.1557, -0.0602], [0.1522, 0.0835, -0.0690], [1.1025, -0.7213, -2.2477], [0.1771, 0.0759, 0.3368], [0.1408, 0.0935, -0.1123], [-0.1659, 0.9806, -0.3944], [-0.2560, 0.3182, 0.3341], [-0.2763, 0.1270, -0.0596], [-0.2979, -0.0659, -0.0649], [0.1772, -0.0569, -0.0435], [-0.3559, -0.6615, -0.4629], [0.2057, 0.0717, -0.2934], [-0.1268, 0.0423, -0.5649], [0.2501, 0.2037, 0.5352], [0.1616, -0.1411, -0.0473], [-0.9521, -0.7315, 0.7409], [0.3369, -0.0788, -0.0603], [0.2878, -0.0918, 0.0397], [-0.1934, -0.2257, -0.1720], [0.2478, 0.1471, -0.6395], [0.1927, -0.0994, -0.2995], [-0.1905, -0.1262, 0.3250], [0.3518, 0.1248, -0.0651], [-1.2495, 0.3696, 1.2135], [0.0409, -0.2291, -0.0862], [-0.5578, 0.2792, 0.4797], [-0.1170, -0.0214, -0.2133], [-0.0152, -0.1997, 3.0630], [0.0562, 0.0328, -0.0725], [-0.2158, 0.1640, -0.2717]]
}


Record 2
{
  "formula": "C5H27NO10",
  "method": "wB97M-V/def2-TZVPD",
  "gap_ev": 9.46,
  "energy_ha": -1013.71207,
  "de_lowest_kj_mol": 672.8,
  "homo_energy_ev": -9.0006,
  "multiplicity": 1,
  "smiles": "CC[C@@H](C=O)NCO.O.O.O.O.O.O.O.O",
  "species": ["C", "H", "H", "H", "H", "H", "O", "H", "H", "H", "H", "H", "O", "O", "H", "O", "H", "O", "O", "N", "O", "H", "H", "H", "H", "C", "H", "H", "H", "O", "C", "H", "H", "C", "H", "H", "H", "H", "O", "C", "H", "H", "O"],
  "coordinates": [[0.72028, 4.18880, -0.99207], [-1.28996, 2.65631, -0.25106], [0.26152, 0.34905, 0.56642], [1.73305, -1.77574, -3.20637], [0.83859, -0.86636, -2.50066], [-3.98943, -0.03252, -1.79345], [-2.19788, 0.95026, 1.23702], [2.70295, -0.97644, -0.35842], [1.71028, 4.56134, -1.03998], [-0.80967, 0.97246, 2.81041], [0.89215, -3.50414, 2.75232], [-4.69900, 0.63334, -0.56816], [2.94096, 0.46513, -0.81140], [0.94951, -0.80729, 2.61426], [-2.05890, 1.09473, -1.41477], [-0.42976, -0.10352, -1.60020], [1.31034, -0.84108, 1.64700], [1.22515, -3.59087, -0.90854], [-4.08677, 0.72158, -1.30739], [-0.00639, 1.40410, 0.86060], [2.38724, -1.68414, 0.31342], [0.87093, 2.40189, -2.26204], [1.35813, -0.24805, 3.10609], [2.43438, 0.46397, -1.70499], [1.46918, -2.89507, -0.33442], [-1.05216, 0.88738, -1.25889], [1.78123, 2.44995, -0.60728], [-2.62462, -2.67204, 1.04604], [2.48563, 1.24360, -0.48585], [1.79823, -0.89192, -2.72813], [-0.41394, 1.98993, -0.42257], [3.25378, -1.88384, 0.62009], [0.28804, -2.42003, 2.23579], [0.75166, 2.67354, -1.15293], [0.51142, -3.95670, -0.70448], [-2.32008, 0.08914, 1.50751], [-1.89746, -2.20194, 2.24792], [-1.37158, 2.50307, 2.06410], [0.23452, -3.35595, 2.13331], [-1.08826, 1.51411, 1.86537], [0.24096, 4.46607, -0.09533], [0.11719, 4.76727, -1.81614], [-2.40366, -1.91949, 1.59290]],
  "forces_ev_per_a": [[-1.6944, 0.7749, -2.7758], [0.9404, 0.1825, -0.0214], [-1.0698, 3.0399, 1.5587], [0.9968, 1.4816, 0.7941], [0.8205, 0.5988, 0.3573], [-0.0553, -3.3242, -1.5990], [-1.3168, 2.6450, -0.4218], [-1.3472, -0.4207, 0.8012], [0.9053, 0.6367, 0.0808], [-0.1410, 0.5478, -0.9772], [2.1945, -1.5785, 1.9647], [0.2060, -0.4493, -0.3366], [-0.9046, 1.0070, -2.8448], [-3.8685, -5.9346, -6.8790], [-2.0637, -0.3329, -0.9263], [-1.0410, 0.5781, 0.1644], [0.0410, 0.1309, 2.4376], [8.8058, 2.9385, -4.7425], [-0.4151, 3.7134, 1.8589], [1.4950, -1.5258, -0.1534], [0.1037, 1.4733, -0.8046], [-0.2331, 0.1267, 1.6360], [4.3584, 5.7412, 4.5372], [1.5901, -0.9273, 1.4427], [0.3689, 1.1534, 1.2009], [2.5773, -0.0954, 0.7275], [-2.5109, 0.2941, -1.1264], [0.1040, -0.1650, -0.0581], [0.2931, -0.0718, 1.1150], [-1.5943, -2.3596, -1.5643], [-0.5516, -0.3045, -0.2531], [0.9975, -0.9355, 1.0553], [-0.4874, 1.6445, -0.3753], [2.0080, 0.2323, -0.0757], [-9.4417, -4.7046, 3.0634], [-0.4598, -3.3478, 0.7652], [3.6371, -2.2872, 4.5227], [0.3009, 1.6894, 0.2239], [-1.9169, -0.4269, -1.4798], [1.3064, -2.9263, -1.1136], [-0.2568, 0.3206, 1.3285], [0.9953, -1.2874, 1.2765], [-3.6760, 2.4546, -4.3838]]
}


Record 3
{
  "formula": "C7H5F4NO3",
  "method": "wB97M-V/def2-TZVPD",
  "gap_ev": 5.12,
  "energy_ha": -949.51568,
  "de_lowest_kj_mol": 0.0,
  "homo_energy_ev": -8.4319,
  "multiplicity": 1,
  "smiles": "O=C1C(F)=C(F)C(=O)C(F)=C1F.CNO",
  "species": ["F", "O", "O", "C", "C", "O", "F", "H", "F", "C", "C", "C", "F", "C", "C", "H", "H", "N", "H", "H"],
  "coordinates": [[-2.52426, -1.66266, 2.32056], [-1.11282, 3.48002, -0.86904], [-0.17369, -3.06832, 2.24132], [-1.35676, -1.01341, 2.16618], [-1.33122, 0.32845, 1.99471], [-0.07597, 2.34324, 1.87147], [-2.47709, 1.04080, 2.01038], [-0.69332, 0.95575, -1.50413], [2.23091, -1.75520, 2.29768], [1.08931, -1.05923, 2.15031], [0.04910, 1.73681, -1.71849], [1.10874, 0.28216, 1.96625], [2.28507, 0.94479, 1.94624], [-0.14883, -1.83164, 2.18525], [-0.09882, 1.08270, 1.86775], [1.04104, 1.28494, -1.78618], [-0.93013, 4.30104, -0.38009], [0.09639, 2.75424, -0.71507], [-0.20175, 2.21091, -2.67414], [0.12922, 2.48486, 0.27229]],
  "forces_ev_per_a": [[1.0764, 0.5851, -0.1484], [-0.5314, 0.7460, 0.6687], [0.0783, 2.7254, -0.0784], [-1.8544, 0.7133, -0.1398], [-2.0886, -0.5676, 0.1386], [-0.1467, -3.8555, 0.5209], [1.1564, -0.6919, -0.0993], [-0.1019, -0.1019, -0.1696], [-1.0599, 0.6861, -0.1672], [1.8296, 0.6381, -0.1746], [0.1795, -0.4581, 0.2286], [2.0592, -0.7732, 0.0847], [-1.1758, -0.5713, -0.0590], [-0.1030, -2.9511, 0.1630], [0.0279, 3.4756, 1.3602], [-0.0694, -0.0768, -0.0975], [-0.2001, -0.2772, -0.4362], [0.7644, 0.9948, -0.3180], [0.1260, -0.1611, 0.2170], [0.0335, -0.0785, -1.4938]]
}


Record 4
{
  "formula": "C2H3BrOS",
  "method": "wB97M-V/def2-TZVPD",
  "gap_ev": 8.58,
  "energy_ha": -3125.39034,
  "de_lowest_kj_mol": 120.4,
  "homo_energy_ev": -9.2274,
  "multiplicity": 1,
  "smiles": "C=C=O.SBr",
  "species": ["H", "C", "H", "Br", "H", "C", "O", "S"],
  "coordinates": [[-1.29537, 0.12260, 0.56403], [-0.83338, -0.44660, -0.21371], [-0.79001, 0.07531, -1.19716], [-3.65823, 2.00109, -0.25265], [-1.04103, 2.27142, -0.95738], [-0.24557, -1.62511, 0.01087], [0.14632, -2.71045, 0.22851], [-1.62584, 2.74218, 0.05727]],
  "forces_ev_per_a": [[-0.0360, -0.2014, 0.5568], [0.9608, -0.6412, -1.1078], [0.1898, -1.0063, 0.8358], [0.1915, -0.0519, -0.1889], [0.8394, -1.0525, -2.1620], [-0.7550, -0.2991, 0.0708], [-0.2762, 1.7663, -0.3742], [-1.1142, 1.4860, 2.3694]]
}


Record 5
{
  "formula": "ClFH2Si",
  "method": "wB97M-V/def2-TZVPD",
  "gap_ev": [8.55, 8.55],
  "energy_ha": -850.72088,
  "de_lowest_kj_mol": 338.2,
  "homo_energy_ev": [-9.3923, -9.3957],
  "multiplicity": 1,
  "species": ["F", "H", "Si", "H", "Cl"],
  "coordinates": [[1.36953, -1.91292, -0.11214], [0.38822, -0.64439, 1.44672], [1.04677, -0.37606, 0.20560], [-0.07498, 1.12617, -1.46244], [2.74986, 0.58587, -0.08456]],
  "forces_ev_per_a": [[-0.1958, 0.2418, -0.5656], [-0.3755, 0.7375, 0.8642], [-1.2984, 0.4486, -2.6560], [0.9260, -1.9610, 1.9422], [0.9437, 0.5331, 0.4152]]
}


Record 6
{
  "formula": "C14H19BrOV",
  "method": "wB97M-V/def2-TZVPD",
  "gap_ev": [5.10, 5.22],
  "energy_ha": -4138.07637,
  "homo_energy_ev": [-2.7247, -2.7308],
  "total_charge": -1,
  "multiplicity": 3,
  "species": ["C", "C", "H", "H", "C", "C", "C", "H", "H", "H", "H", "C", "H", "C", "H", "H", "H", "Br", "H", "H", "C", "O", "H", "H", "C", "C", "H", "H", "C", "H", "V", "H", "C", "H", "C", "C"],
  "coordinates": [[-0.33663, 0.46902, -3.07668], [-2.79028, 1.85230, -0.50910], [0.88678, -1.47133, -0.63522], [-2.14360, 2.83863, 1.40728], [1.31520, -1.62645, 2.01903], [-1.14367, -1.04459, -1.49974], [2.72382, -1.48567, 1.40233], [1.82314, 0.27614, -2.40935], [-0.28211, 1.16609, -3.91130], [-1.77365, -1.71612, -0.91746], [3.06819, -0.45531, 1.53675], [0.85635, -3.09660, 1.90560], [3.43776, -2.16762, 1.88152], [0.27001, -0.91069, -1.32365], [-3.56905, 1.15886, -0.19939], [0.50647, -1.42576, 4.00807], [2.71257, -1.68600, 0.32761], [1.50035, 2.12009, 0.03567], [1.81490, -0.30341, 3.64086], [1.59273, -3.78550, 2.33786], [-1.34651, 3.10417, -1.86017], [0.42229, -0.79048, 1.45309], [-0.09039, -3.21150, 2.44463], [-2.88415, 1.75079, -2.74701], [-2.04484, 2.74642, 0.33209], [0.77120, 0.02894, -2.29192], [-0.84910, 3.52138, -2.73547], [-0.48636, 4.29983, -0.17147], [-1.15659, 3.51498, -0.49958], [2.18974, -2.01260, 3.99197], [-0.78868, 1.46052, -0.71719], [0.67386, -3.37354, 0.86377], [-1.50288, -0.24132, -2.62267], [-2.47376, -0.28467, -3.11186], [1.47676, -1.33270, 3.51514], [-2.37991, 2.11370, -1.86405]],
  "forces_ev_per_a": [[0.1990, -0.8599, 0.2607], [-0.8300, 1.5454, -0.3122], [-0.4097, 0.4340, 0.1221], [0.1890, -0.1729, -0.1875], [-0.3022, 0.1956, -0.0168], [1.5196, 0.2802, 0.0857], [0.2077, 0.0012, -0.0291], [-0.4268, 0.2022, 0.0713], [-0.1128, -0.1884, 0.2352], [0.1486, 0.2994, -0.2310], [-0.0562, -0.0742, -0.0149], [0.0272, -0.2283, 0.0912], [0.0943, 0.0153, -0.0854], [-0.4608, 0.2193, -0.6069], [0.4203, 0.1133, -0.0472], [-0.0381, -0.0352, 0.0016], [-0.0040, -0.0706, 0.0061], [-0.0502, 0.4700, 0.2311], [0.0540, 0.0527, -0.0002], [-0.0296, -0.1424, -0.0328], [-1.4800, 1.0956, 0.3498], [-0.4897, 0.2086, -0.1137], [0.0543, 0.0325, -0.0352], [0.3781, -0.1353, 0.2246], [-0.4954, 0.9898, -0.1924], [-1.2986, -0.3407, 0.3422], [-0.0412, -0.3576, 0.4138], [0.0460, -0.4879, 0.0138], [-1.4038, 0.5568, -0.0905], [0.0849, -0.0219, 0.1787], [5.1377, -6.3298, -1.5880], [0.0856, 0.0546, -0.0511], [0.6556, 0.3970, 0.3824], [0.2294, 0.2914, 0.2218], [0.0090, 0.0354, 0.3645], [-1.6111, 1.9549, 0.0381]]
}